Formula: C5H13NP
Source: the OMol25 dataset
Level of theory: wB97M-V/def2-TZVPD

CARTESIAN COORDINATES (ANGSTROEM)
H 3.018 -1.045 -1.868
H -1.660 1.404 1.560
H 3.172 0.822 0.658
C 2.079 0.515 0.974
C -1.727 -1.230 -0.318
H -3.017 0.404 1.515
H 1.448 -0.355 -2.538
C 2.206 -0.244 -1.747
H -2.770 -1.489 0.065
H -0.263 0.810 -1.362
H -0.931 -1.885 0.083
H -1.635 -1.213 -1.382
H 2.581 0.751 -1.702
N -1.418 0.046 0.243
P 1.362 -0.506 -0.062
H 1.691 0.580 1.912
H -1.652 -0.216 2.392
C -1.943 0.371 1.565
C -0.397 0.764 -0.182
H -0.144 1.715 0.195

Output
Orbital gap (alpha / beta): 7.83 / 7.83 eV
Energy relative to the best compared isomer or geometry (same formula, charge and spin): 2.910 eV
E_HOMO (alpha / beta): -13.154 / -13.155 eV
Charge: +1